{
  "formula": "C4H13NO2S",
  "method": "ωB97M-V/def2-TZVPD",
  "elements": ["C", "N", "C", "O", "C", "C", "S", "H", "H", "H", "H", "H", "H", "H", "H", "H", "H", "H", "H", "H", "O"],
  "coordinates": [[0.920, -0.105, 0.327], [-0.313, -0.341, 1.031], [-0.353, -0.036, 2.448], [-1.596, 0.447, 2.863], [0.641, -0.002, -1.190], [0.644, -1.357, -1.913], [-0.945, -1.790, -2.688], [1.607, -0.958, 0.405], [1.469, 0.792, 0.611], [-1.123, -0.333, 0.438], [-0.072, -0.931, 3.009], [0.416, 0.717, 2.609], [-2.271, 0.372, 2.185], [-0.313, 0.487, -1.330], [1.371, 0.653, -1.666], [1.391, -1.438, -2.702], [0.944, -2.161, -1.243], [-1.439, -2.539, -1.707], [-0.113, 3.219, 0.141], [-0.739, 2.279, -0.822], [-0.126, 3.025, -0.804]],
  "total_energy_ev": -20777.9964,
  "homo_lumo_gap_ev": 9.42,
  "relative_energy_kcal_mol": 28.21,
  "fmax_ev_per_a": 1.61,
  "smiles": "OCNCCCS.O",
  "charge": 0
}


{
  "formula": "C4H13NO3",
  "method": "ωB97M-V/def2-TZVPD",
  "elements": ["C", "N", "C", "C", "C", "O", "H", "H", "H", "H", "H", "H", "H", "H", "H", "H", "H", "O", "H", "H", "O"],
  "coordinates": [[0.556, -0.757, 0.280], [-0.642, 0.000, 0.027], [-0.671, 1.253, 0.797], [-1.843, -0.784, 0.152], [-2.163, -1.609, -1.079], [-3.150, -2.294, -1.111], [0.516, -1.374, 1.194], [0.764, -1.478, -0.507], [1.423, -0.134, 0.414], [0.036, 1.891, 0.272], [-0.206, 1.158, 1.789], [-1.672, 1.641, 0.934], [-2.722, -0.147, 0.278], [-1.966, -1.468, 1.007], [-1.471, -1.558, -1.935], [1.412, 1.631, -3.146], [2.456, 1.178, -2.161], [2.237, 1.134, -3.097], [2.066, -0.064, 2.297], [2.498, 1.013, 1.333], [2.543, 0.769, 2.260]],
  "total_energy_ev": -11989.9546,
  "homo_lumo_gap_ev": 9.52,
  "relative_energy_kcal_mol": 58.04,
  "fmax_ev_per_a": 1.48,
  "smiles": "CN(C)CC=O.O.O",
  "charge": 0
}


{
  "formula": "C4H13NO3",
  "method": "ωB97M-V/def2-TZVPD",
  "elements": ["C", "O", "C", "C", "C", "O", "N", "H", "H", "H", "H", "H", "H", "H", "H", "H", "H", "H", "H", "H", "O"],
  "coordinates": [[-0.138, 1.035, -1.874], [0.332, 0.549, -3.128], [0.533, 0.332, -0.706], [0.032, 0.885, 0.627], [0.779, 0.309, 1.830], [0.570, -1.090, 2.008], [0.351, -1.122, -0.753], [-0.006, 2.118, -1.803], [-1.211, 0.843, -1.872], [1.220, 0.903, -3.279], [1.615, 0.522, -0.773], [-1.037, 0.676, 0.741], [0.184, 1.969, 0.627], [0.439, 0.789, 2.744], [1.854, 0.515, 1.724], [0.627, -1.472, -1.668], [0.728, -1.486, 1.127], [-0.643, -1.339, -0.651], [-2.775, -1.893, 1.979], [-1.295, -1.496, 1.777], [-2.161, -1.548, 1.323]],
  "total_energy_ev": -11991.5330,
  "homo_lumo_gap_ev": 10.35,
  "relative_energy_kcal_mol": 21.64,
  "fmax_ev_per_a": 0.31,
  "smiles": "N[C@@H](CO)CCO.O",
  "charge": 0
}


{
  "formula": "C4H13NO3",
  "method": "ωB97M-V/def2-TZVPD",
  "elements": ["C", "O", "C", "C", "C", "O", "N", "H", "H", "H", "H", "H", "H", "H", "H", "H", "H", "H", "H", "H", "O"],
  "coordinates": [[-0.795, -0.771, 1.406], [0.149, -1.044, 2.441], [-0.099, 0.089, 0.397], [-0.247, -0.281, -1.060], [0.499, -1.658, -1.439], [-1.630, -0.658, -1.203], [-0.782, 1.495, 0.351], [-1.356, -1.737, 1.102], [-1.514, -0.364, 2.031], [0.982, -1.289, 2.034], [0.908, 0.247, 0.791], [0.081, 0.571, -1.729], [1.071, -2.248, -0.730], [-0.264, -2.351, -1.928], [1.286, -1.485, -2.116], [-2.114, 0.075, -1.651], [-0.100, 2.150, 0.800], [-1.717, 1.439, 0.849], [1.549, 2.338, -0.701], [2.232, 3.136, 0.191], [1.861, 2.347, 0.165]],
  "total_energy_ev": -11989.1307,
  "homo_lumo_gap_ev": 9.69,
  "relative_energy_kcal_mol": 77.04,
  "fmax_ev_per_a": 6.54,
  "smiles": "C[C@@H](O)[C@@H](N)CO.O",
  "charge": 0
}


{
  "formula": "C4H13NO4S",
  "method": "ωB97M-V/def2-TZVPD",
  "elements": ["C", "N", "C", "C", "S", "C", "O", "O", "H", "H", "H", "H", "H", "H", "H", "H", "H", "H", "H", "O", "H", "H", "O"],
  "coordinates": [[-1.472, -1.722, -0.107], [0.020, -1.360, -0.384], [0.253, 0.165, -0.419], [1.699, 0.518, -0.155], [1.954, 2.330, 0.210], [-0.140, 0.693, -1.802], [-1.394, 0.954, -1.935], [0.656, 0.789, -2.722], [-1.434, -2.078, 0.954], [-2.082, -0.818, -0.050], [-1.784, -2.273, -0.894], [0.302, -1.861, -1.260], [-0.596, 0.634, 0.242], [2.345, 0.387, -1.028], [2.071, -0.215, 0.580], [1.777, 2.772, -1.119], [-1.690, 1.326, -2.821], [0.654, -2.160, 1.572], [-0.136, -2.200, 2.866], [0.730, -2.063, 2.516], [-0.616, 2.714, 1.455], [-0.195, 1.641, 2.515], [-0.922, 1.827, 1.788]],
  "total_energy_ev": -24873.0977,
  "homo_lumo_gap_ev": 9.68,
  "relative_energy_kcal_mol": 55.94,
  "fmax_ev_per_a": 5.52,
  "smiles": "CN[C@@H](CS)C(=O)O.O.O",
  "charge": 0
}


{
  "formula": "C4H13NOS",
  "method": "ωB97M-V/def2-TZVPD",
  "elements": ["C", "N", "C", "C", "S", "C", "H", "H", "H", "H", "H", "H", "H", "H", "H", "H", "H", "H", "H", "O"],
  "coordinates": [[0.401, 0.577, -1.971], [-0.322, 0.753, -0.704], [-0.739, -0.444, 0.047], [0.405, -1.439, 0.184], [-0.116, -3.165, 0.229], [-1.272, 0.025, 1.443], [0.046, 1.379, -2.617], [1.472, 0.724, -1.858], [0.181, -0.371, -2.467], [-1.119, 1.300, -0.882], [-1.604, -0.887, -0.460], [1.070, -1.333, -0.670], [0.978, -1.213, 1.075], [0.050, -3.439, 1.528], [-2.358, -0.070, 1.497], [-0.877, -0.653, 2.199], [-1.021, 1.079, 1.549], [1.982, 2.784, 1.197], [1.278, 1.733, 0.343], [1.566, 2.661, 0.337]],
  "total_energy_ev": -18731.0957,
  "homo_lumo_gap_ev": 9.84,
  "relative_energy_kcal_mol": 21.11,
  "fmax_ev_per_a": 1.90,
  "smiles": "CN[C@H](C)CS.O",
  "charge": 0
}